C27H14F5GaN3O6 as an isolated structure. Source: OMol25; level of theory: ωB97M-V/def2-TZVPD.

## Properties
* E_tot: -4077.2476 Ha
* total charge: -1
* HOMO energy: -5.079 eV

Each line ends with the Löwdin charge.
Geometry (Å):
Ga1 -0.239 0.276 -1.033  0.39
O1 -5.064 3.613 -2.015  0.12
C1 -4.072 2.915 -2.048  -0.25
C2 -4.049 1.404 -1.957  -0.29
O2 -5.023 0.669 -1.980  0.09
C3 -2.646 1.062 -1.811  -0.26
C4 -1.839 2.209 -1.873  -0.26
O3 -0.563 2.099 -1.679  0.00
C5 -2.636 3.396 -2.130  -0.29
O4 -2.270 4.539 -2.351  0.09
O5 -2.100 -0.091 -1.570  0.01
N1 -0.108 0.477 0.796  0.14
C6 -0.585 0.190 1.927  -0.30
C7 -1.334 -1.038 2.271  -0.15
C8 -2.036 -1.146 3.469  -0.03
C9 -2.722 -2.310 3.768  -0.09
C10 -2.706 -3.381 2.891  -0.09
C11 -2.002 -3.283 1.702  -0.07
C12 -1.328 -2.119 1.391  -0.01
C13 -0.243 1.151 3.020  -0.19
C14 -0.510 2.508 2.857  -0.02
C15 -0.076 3.425 3.796  -0.08
C16 0.665 3.001 4.889  -0.11
C17 0.954 1.655 5.048  -0.10
C18 0.491 0.733 4.126  -0.05
H1 -2.071 -0.309 4.153  0.11
H2 -3.278 -2.378 4.693  0.10
H3 -3.247 -4.284 3.131  0.10
H4 -1.979 -4.119 1.021  0.10
H5 -0.795 -2.031 0.453  0.09
H6 -1.057 2.835 1.983  0.12
H7 -0.302 4.474 3.658  0.10
H8 1.021 3.719 5.614  0.09
H9 1.555 1.320 5.884  0.10
H10 0.723 -0.316 4.249  0.11
F1 3.399 -2.725 -6.026  0.09
C19 2.639 -2.453 -4.946  -0.15
C20 1.910 -1.269 -4.867  -0.14
F2 1.956 -0.384 -5.874  0.11
C21 1.166 -1.000 -3.736  -0.13
F3 0.469 0.153 -3.625  0.09
C22 1.106 -1.854 -2.615  -0.28
O6 0.465 -1.543 -1.548  -0.04
C23 1.842 -3.053 -2.748  -0.13
F4 1.844 -3.932 -1.724  0.09
C24 2.575 -3.350 -3.885  -0.15
F5 3.234 -4.519 -3.967  0.10
N2 2.586 -0.053 -0.379  0.03
C25 3.874 -0.021 -0.741  -0.08
C26 3.980 0.902 -1.759  -0.05
C27 2.678 1.379 -1.947  -0.10
N3 1.860 0.783 -1.105  0.00
H11 2.120 -0.575 0.354  0.16
H12 4.615 -0.642 -0.283  0.11
H13 4.863 1.169 -2.301  0.09
H14 2.289 2.119 -2.620  0.13

Force components x, y, z for each atom (eV/Å):
Ga -0.05 -0.24 -0.70
O 0.65 -0.39 -0.09
C -0.83 0.55 -0.02
C -0.73 -0.64 -0.06
O 0.47 0.37 0.02
C 0.49 0.19 0.20
C -0.28 -0.44 0.02
O 0.20 -0.25 -0.05
C 0.31 0.75 -0.16
O -0.16 -0.48 0.15
O 0.32 0.09 0.05
N -0.31 0.07 0.68
C 0.64 0.22 -0.72
C -0.27 -0.38 0.15
C -0.02 0.06 -0.11
C -0.14 -0.06 0.16
C -0.03 0.02 0.09
C -0.01 -0.07 -0.02
C 0.07 0.14 -0.09
C 0.16 0.13 0.37
C -0.10 -0.17 -0.01
C -0.01 0.03 -0.03
C 0.03 0.08 0.10
C 0.10 0.02 0.13
C -0.13 0.00 -0.10
H 0.04 0.00 0.01
H -0.05 -0.01 0.06
H -0.03 -0.09 0.03
H -0.01 -0.06 -0.13
H 0.04 -0.08 0.02
H 0.01 -0.01 -0.08
H 0.01 0.03 0.04
H 0.03 0.05 0.04
H -0.02 0.03 0.04
H -0.02 -0.10 0.01
F -0.20 0.03 0.15
C -0.15 0.07 0.13
C 0.20 -0.14 0.01
F 0.00 -0.13 0.10
C -0.11 -0.11 0.36
F 0.11 -0.07 -0.37
C 0.80 -0.22 -1.06
O -0.95 0.62 1.05
C -0.19 0.18 0.14
F 0.01 0.13 -0.21
C -0.01 0.09 -0.13
F -0.03 0.22 0.03
N 0.27 -0.19 0.34
C 0.11 0.11 -0.15
C 0.06 -0.05 0.01
C 0.15 0.02 0.03
N -0.75 0.03 -0.21
H 0.11 0.03 -0.16
H 0.11 -0.13 0.19
H 0.16 0.08 -0.05
H -0.06 0.06 -0.20

One molecule with the formula C4H9NO2. Source: OMol25; level of theory: ωB97M-V/def2-TZVPD.

## Properties
* SMILES string: C/N=C/OCCO
* E_tot: -363.0113 Ha
* total charge: 0
* HOMO energy: -9.729 eV

Each line ends with the Löwdin charge.
Geometry (Å):
C1 -2.512 0.898 -0.494  -0.14
N1 -1.152 0.422 -0.358  0.00
C2 -0.952 -0.813 -0.521  -0.26
O1 0.261 -1.391 -0.510  -0.06
C3 1.386 -0.510 -0.400  -0.17
C4 1.868 -0.394 1.051  -0.24
O2 2.639 0.781 1.221  -0.07
H1 -2.869 1.303 0.460  0.07
H2 -2.536 1.718 -1.220  0.07
H3 -3.225 0.127 -0.830  0.07
H4 -1.735 -1.561 -0.710  0.14
H5 2.153 -0.936 -1.057  0.13
H6 1.114 0.484 -0.773  0.11
H7 0.992 -0.433 1.726  0.12
H8 2.531 -1.228 1.312  0.12
H9 2.037 1.532 1.103  0.09

Force components x, y, z for each atom (eV/Å):
C -0.25 0.11 0.00
N 0.06 -0.41 -0.06
C -0.12 0.29 -0.01
O -0.09 0.03 0.01
C 0.22 0.05 -0.08
C -0.15 -0.32 -0.08
O -0.35 0.26 0.03
H 0.09 -0.05 -0.12
H 0.00 -0.14 0.12
H 0.14 0.07 0.08
H 0.16 0.13 0.03
H -0.10 0.09 0.23
H 0.03 -0.21 0.09
H 0.30 0.12 -0.23
H -0.21 0.16 -0.06
H 0.29 -0.18 0.06

One molecule with the formula C2H4N2S2. Source: OMol25; level of theory: ωB97M-V/def2-TZVPD.

## Properties
* SMILES string: C=NS/C=N\S
* E_tot: -984.3424 Ha
* total charge: 0
* HOMO energy: -8.244 eV

Each line ends with the Löwdin charge.
Geometry (Å):
C1 2.017 -1.026 0.118  -0.13
N1 0.686 -0.710 -0.139  -0.31
S1 0.596 1.138 -0.244  0.84
C2 -1.081 1.507 0.008  -0.68
N2 -2.149 0.867 0.201  -0.53
S2 -2.649 -0.650 -0.098  0.62
H1 2.800 -0.161 0.625  0.12
H2 2.377 -2.016 0.073  0.02
H3 -1.095 2.661 0.196  0.09
H4 -1.501 -1.610 -0.739  -0.03

Force components x, y, z for each atom (eV/Å):
C -3.80 5.13 1.20
N 6.07 0.67 0.34
S 0.16 -2.48 0.04
C -0.20 2.01 1.16
N 0.65 0.62 -0.76
S 1.51 -2.80 -1.15
H -2.17 -2.44 -1.89
H -0.03 -1.14 -0.09
H -0.17 -1.94 -0.30
H -2.01 2.37 1.45

C16H11Br2F6N3O6PbS2 as an isolated structure. Source: OMol25; level of theory: ωB97M-V/def2-TZVPD.

## Properties
* E_tot: -7967.8346 Ha
* total charge: +2
* HOMO energy (spin up / spin down): -13.751 / -13.751 eV

Each line ends with the Löwdin charge.
Geometry (Å):
Pb1 2.665 -2.804 -0.493  1.08
C1 -0.745 -5.050 -0.069  -0.01
O1 -0.627 -3.634 -0.149  -0.07
C2 -1.759 -2.925 -0.206  -0.15
C3 -3.025 -3.471 -0.249  0.00
C4 -4.155 -2.644 -0.282  -0.60
Br1 -5.862 -3.438 -0.336  0.96
C5 -4.040 -1.261 -0.271  0.00
C6 -2.782 -0.668 -0.237  -0.02
C7 -1.600 -1.488 -0.214  -0.09
O2 -0.398 -1.003 -0.196  0.17
C8 -2.617 0.756 -0.223  -0.16
N1 -1.414 1.349 -0.209  0.20
C9 -1.637 2.672 -0.195  -0.11
C10 -0.738 3.761 -0.179  0.07
C11 -1.276 5.020 -0.159  0.01
C12 -2.672 5.235 -0.153  0.06
C13 -3.585 4.185 -0.171  0.06
C14 -3.057 2.912 -0.195  -0.11
N2 -3.624 1.668 -0.215  0.22
H1 -1.342 -5.341 0.799  0.12
H2 0.262 -5.445 0.043  0.11
H3 -1.191 -5.456 -0.981  0.12
H4 -3.173 -4.538 -0.260  0.12
H5 -4.941 -0.671 -0.293  0.12
H6 -0.418 0.017 -0.186  0.12
H7 0.324 3.592 -0.184  0.13
H8 -0.622 5.879 -0.148  0.14
H9 -3.043 6.248 -0.134  0.14
H10 -4.649 4.361 -0.168  0.14
H11 -4.614 1.479 -0.219  0.18
F1 4.266 -0.423 3.630  0.17
C15 4.781 0.266 2.630  -0.67
F2 5.881 0.862 3.011  0.20
F3 3.895 1.182 2.240  0.13
S1 4.984 -0.891 1.149  0.62
O3 3.630 -1.500 1.126  -0.55
O4 6.049 -1.787 1.343  -0.23
N3 5.157 0.115 -0.047  -0.27
S2 4.238 0.275 -1.301  0.63
O5 3.415 -0.925 -1.558  -0.54
O6 4.857 0.861 -2.415  -0.19
C16 2.848 1.460 -0.763  -0.66
F4 2.135 0.896 0.226  0.09
F5 1.999 1.626 -1.774  0.13
F6 3.265 2.641 -0.357  0.17
Br2 4.955 -3.954 -1.005  0.02

Force components x, y, z for each atom (eV/Å):
Pb 0.88 -0.54 -0.11
C -0.04 -1.00 0.04
O -1.15 1.44 -0.05
C 1.00 -1.00 0.05
C -0.51 0.09 -0.03
C -0.44 -1.50 -0.01
Br 0.79 0.46 0.02
C 0.76 0.93 0.02
C -0.56 -0.25 -0.02
C 0.73 0.61 0.00
O -0.65 -0.36 0.04
C -0.40 0.50 0.01
N 0.27 0.22 0.01
C -0.25 -0.38 0.00
C 0.18 0.79 0.02
C 1.04 -0.59 -0.02
C -0.42 -0.06 -0.01
C -0.23 -0.78 -0.02
C -0.15 0.89 0.02
N -0.13 -0.40 -0.01
H 0.09 0.09 -0.04
H -0.03 0.13 -0.02
H 0.07 0.11 0.03
H 0.06 -0.06 0.01
H -0.12 0.09 0.00
H -0.03 -0.18 -0.05
H 0.19 -0.02 -0.01
H 0.06 0.05 0.01
H -0.05 0.14 0.00
H -0.10 0.07 0.00
H -0.02 0.00 0.00
F 0.05 -0.23 0.13
C -0.25 -0.14 -0.54
F 0.32 -0.14 -0.18
F -0.13 0.27 0.11
S -0.84 0.26 -0.01
O -0.05 0.10 0.45
O 0.71 0.01 0.30
N 0.00 0.25 -0.44
S -1.00 -0.42 1.49
O 0.07 0.58 -0.41
O 0.43 0.44 -0.43
C 0.52 -0.60 -0.19
F -0.12 -0.15 0.27
F -0.15 0.14 -0.46
F 0.23 0.08 0.02
Br -0.61 0.08 0.02

A 2-piece molecular cluster, C3H10N2S overall. Source: OMol25; level of theory: ωB97M-V/def2-TZVPD.

## Properties
* SMILES string: [H]/N=C/N.CSC
* E_tot: -627.9634 Ha
* total charge: 0
* HOMO energy: -8.319 eV

Each line ends with the Löwdin charge.
Geometry (Å):
H1 0.870 0.138 -3.163  0.03
N1 1.663 -0.301 -2.718  0.05
C1 2.216 0.470 -1.890  -0.42
N2 2.955 0.202 -0.749  0.07
H2 2.019 1.541 -1.939  0.11
H3 3.557 0.995 -0.576  0.08
H4 3.474 -0.663 -0.874  0.09
C2 -2.204 -0.726 -0.025  -0.40
S1 -1.164 0.499 0.858  0.71
C3 -1.543 0.204 2.588  -0.46
H5 -1.649 -0.841 -0.952  0.01
H6 -2.175 -1.675 0.500  0.03
H7 -3.188 -0.288 -0.125  0.02
H8 -2.330 -0.517 2.805  0.04
H9 -1.819 1.120 3.112  0.02
H10 -0.680 -0.157 3.149  0.02

Force components x, y, z for each atom (eV/Å):
H 0.45 0.39 -0.61
N 0.12 -1.57 0.81
C -1.27 1.75 0.38
N 0.62 -0.69 -1.51
H -0.18 0.35 0.12
H 0.21 -0.19 0.34
H 0.02 -0.04 0.49
C 0.98 0.68 0.63
S -0.05 -0.23 -0.06
C 0.10 0.06 1.18
H -0.45 -0.07 -0.32
H -0.24 -0.03 0.03
H -0.22 -0.40 -0.29
H -0.17 -0.02 -0.52
H -0.16 0.14 -0.33
H 0.23 -0.12 -0.32

C32H58N4O12P2SSeW as an isolated structure. Source: OMol25; level of theory: ωB97M-V/def2-TZVPD.

## Properties
* 2S+1: 3
* E_tot: -5925.1850 Ha
* total charge: +2
* HOMO energy (spin up / spin down): -12.275 / -12.702 eV

Each line ends with the Löwdin spin population.
Geometry (Å):
W1 -0.278 0.234 0.043  1.60
N1 0.222 1.404 1.987  0.01
C1 0.623 2.784 1.622  0.00
C2 0.992 2.884 0.154  0.01
O1 1.349 3.923 -0.328  0.00
O2 0.850 1.757 -0.546  0.04
H1 -0.473 1.447 2.722  0.00
H2 1.021 0.923 2.380  0.00
H3 1.449 3.154 2.224  0.00
H4 -0.210 3.469 1.759  0.00
C3 5.241 0.347 2.410  0.00
C4 4.284 1.330 1.764  0.00
C5 4.892 2.119 0.625  0.00
O3 3.045 0.635 1.294  0.00
P1 2.939 -0.674 0.437  0.00
O4 1.643 -0.678 -0.328  0.03
C6 2.717 -2.031 1.627  0.00
P2 0.964 -2.503 1.470  0.00
O5 0.058 -1.282 1.617  0.03
O6 0.632 -3.182 0.108  0.00
C7 1.084 -4.531 -0.288  0.00
C8 -0.037 -5.124 -1.107  0.00
C9 2.375 -4.436 -1.079  0.00
O7 0.817 -3.554 2.601  0.00
C10 -0.414 -4.022 3.291  0.00
C11 -1.479 -4.420 2.291  0.00
C12 -0.878 -2.966 4.273  0.00
O8 4.176 -0.870 -0.475  0.00
C13 4.081 -0.919 -1.978  0.00
C14 5.310 -1.659 -2.436  0.00
C15 3.967 0.483 -2.538  0.00
H5 6.123 0.883 2.756  0.00
H6 5.569 -0.406 1.689  0.00
H7 4.789 -0.148 3.272  0.00
H8 3.892 2.010 2.516  0.00
H9 5.376 1.455 -0.090  0.00
H10 5.642 2.801 1.026  0.00
H11 4.132 2.710 0.110  0.00
H12 2.873 -1.672 2.646  0.00
H13 3.369 -2.891 1.470  0.00
H14 1.241 -5.110 0.624  0.00
H15 -0.163 -4.552 -2.028  0.00
H16 -0.985 -5.105 -0.566  0.00
H17 0.205 -6.157 -1.360  0.00
H18 2.201 -3.910 -2.020  0.00
H19 2.721 -5.444 -1.308  0.00
H20 3.169 -3.929 -0.528  0.00
H21 -0.058 -4.896 3.827  0.00
H22 -1.793 -3.562 1.689  0.00
H23 -2.348 -4.795 2.833  0.00
H24 -1.131 -5.209 1.625  0.00
H25 -1.221 -2.076 3.742  0.00
H26 -0.072 -2.688 4.954  0.00
H27 -1.704 -3.363 4.862  0.00
H28 3.180 -1.482 -2.213  0.00
H29 6.216 -1.151 -2.101  0.00
H30 5.314 -1.689 -3.526  0.00
H31 5.321 -2.684 -2.060  0.00
H32 4.896 1.040 -2.407  0.00
H33 3.149 1.033 -2.073  0.00
H34 3.756 0.411 -3.606  0.00
C16 -5.065 -5.288 -1.551  0.00
C17 -4.036 -4.194 -1.666  0.01
C18 -3.269 -4.044 -2.818  0.00
C19 -2.334 -3.028 -2.964  0.01
C20 -1.545 -2.903 -4.243  0.00
C21 -2.160 -2.133 -1.904  0.02
Se1 -0.724 -0.856 -2.082  0.12
C22 -2.942 -2.228 -0.755  0.01
C23 -2.927 -1.184 0.317  0.01
C24 -3.859 -3.269 -0.645  0.00
H35 -4.747 -6.190 -2.072  0.00
H36 -6.008 -4.964 -1.999  0.00
H37 -5.264 -5.536 -0.509  0.00
H38 -3.409 -4.744 -3.638  0.00
H39 -1.859 -3.651 -4.967  0.00
H40 -0.471 -3.018 -4.067  0.00
H41 -1.683 -1.912 -4.680  0.00
H42 -1.902 -0.898 0.620  0.01
H43 -3.413 -1.531 1.228  0.00
H44 -3.441 -0.293 -0.029  0.00
H45 -4.473 -3.344 0.249  0.00
C25 0.026 7.787 1.767  0.00
C26 -0.393 7.294 0.382  0.00
S1 -1.904 6.370 0.544  0.00
O9 -1.607 5.145 1.266  0.00
O10 -2.968 7.198 1.032  0.00
C27 -2.277 5.897 -1.153  0.00
C28 -3.319 4.783 -1.264  0.00
N2 -2.982 3.516 -0.568  0.01
C29 -2.052 2.650 -1.000  0.01
N3 -1.859 1.684 -0.080  0.01
C30 -2.709 1.965 0.965  0.01
C31 -3.392 3.080 0.677  0.00
N4 -4.371 3.692 1.553  0.00
O11 -4.452 3.193 2.654  0.00
O12 -5.020 4.626 1.138  0.00
C32 -1.460 2.729 -2.363  0.00
H46 1.065 8.103 1.743  0.00
H47 -0.071 6.989 2.505  0.00
H48 -0.590 8.624 2.087  0.00
H49 0.329 6.598 -0.048  0.00
H50 -0.596 8.117 -0.308  0.00
H51 -1.321 5.641 -1.617  0.00
H52 -2.686 6.800 -1.611  0.00
H53 -3.468 4.531 -2.310  0.00
H54 -4.254 5.135 -0.856  0.00
H55 -2.805 1.355 1.846  0.00
H56 -2.111 2.210 -3.070  0.00
H57 -0.485 2.269 -2.395  0.00
H58 -1.357 3.760 -2.691  0.00

Force components x, y, z for each atom (eV/Å):
W 1.72 -0.02 1.08
N 0.13 0.40 -0.29
C -0.08 -0.09 -0.13
C -0.16 0.19 0.21
O 0.09 -0.08 -0.16
O -0.39 -0.37 -0.14
H -0.17 -0.11 0.04
H 0.11 -0.15 0.07
H 0.07 -0.01 0.04
H -0.14 0.08 0.09
C -0.22 -0.09 -0.07
C 0.23 -0.01 -0.01
C -0.15 -0.09 -0.04
O 0.33 -0.05 -0.06
P -0.25 0.04 0.11
O 0.30 0.46 -0.12
C -0.16 0.07 -0.20
P -0.20 -0.45 -0.11
O -0.20 0.40 -0.52
O 0.29 -0.03 0.15
C 0.03 -0.16 -0.13
C -0.12 0.05 0.01
C -0.10 0.14 0.03
O -0.05 0.30 0.27
C -0.26 0.02 0.05
C 0.13 0.07 -0.04
C 0.19 0.03 -0.12
O -0.22 -0.05 0.16
C 0.13 0.09 -0.26
C 0.03 -0.08 0.09
C 0.03 -0.04 0.20
H 0.00 0.02 0.01
H 0.05 0.04 0.03
H 0.04 0.03 -0.03
H -0.11 0.02 0.04
H 0.01 0.04 0.01
H 0.00 -0.02 0.01
H 0.04 0.00 0.02
H 0.00 -0.05 -0.02
H -0.04 0.02 -0.08
H -0.03 0.05 0.07
H 0.00 -0.05 0.01
H 0.08 -0.01 -0.06
H -0.02 0.04 -0.02
H 0.02 0.01 0.04
H 0.01 0.02 -0.01
H 0.00 -0.03 -0.01
H 0.09 -0.05 0.00
H -0.03 -0.06 0.01
H 0.01 0.01 -0.01
H -0.02 0.03 0.05
H -0.04 -0.01 0.04
H -0.05 -0.01 -0.01
H 0.02 0.00 0.00
H -0.10 -0.06 0.14
H -0.04 0.00 -0.04
H 0.02 -0.02 0.03
H 0.01 0.06 -0.03
H -0.03 -0.02 -0.01
H -0.05 0.02 0.00
H 0.04 -0.01 0.03
C 0.02 0.10 -0.03
C 0.00 -0.03 0.01
C -0.07 -0.07 -0.01
C 0.09 0.02 -0.18
C -0.02 0.03 0.16
C 0.01 0.20 0.11
Se -0.26 -0.26 -0.71
C -0.03 -0.10 0.04
C -0.29 -0.18 -0.34
C -0.03 -0.07 0.02
H 0.00 0.02 0.02
H 0.03 -0.04 0.01
H 0.01 -0.01 -0.03
H 0.02 0.04 0.05
H 0.00 0.01 0.00
H -0.04 -0.04 0.00
H -0.01 -0.05 -0.05
H -0.20 -0.27 0.25
H 0.09 0.01 0.08
H -0.02 0.12 0.02
H 0.06 0.02 -0.05
C -0.06 -0.04 0.00
C -0.13 0.01 0.15
S -0.17 -0.04 -0.01
O 0.12 -0.12 -0.01
O 0.09 0.03 -0.09
C 0.23 -0.12 0.25
C -0.05 -0.05 0.12
N -0.05 0.41 0.13
C -0.03 -0.26 -0.05
N -0.23 0.43 -0.04
C 0.11 -0.37 0.23
C -0.13 0.29 -0.18
N -0.01 0.23 0.09
O 0.01 -0.02 -0.12
O 0.12 -0.16 -0.08
C -0.10 0.09 0.01
H 0.01 0.05 -0.03
H 0.06 0.02 -0.02
H -0.01 -0.01 -0.01
H 0.03 0.03 -0.02
H 0.06 -0.07 0.01
H -0.08 0.00 -0.02
H 0.04 -0.10 -0.14
H -0.06 0.06 -0.06
H -0.21 -0.06 0.04
H 0.04 0.00 -0.01
H 0.00 -0.02 0.02
H 0.17 -0.10 0.02
H 0.00 -0.02 0.03